Entry 1:
{"formula": "C4H11NO3", "method": "ωB97M-V/def2-TZVPD", "charge": 0, "spin_multiplicity": 1, "orbital_gap_ev": 10.68, "smiles": "CCCNC(=O)O.O", "symbols": ["C", "C", "C", "N", "C", "O", "O", "H", "H", "H", "H", "H", "H", "H", "H", "H", "O", "H", "H"], "coordinates": [[1.90, 1.46, 0.41], [1.43, 0.83, -0.91], [-0.05, 0.49, -1.02], [-0.29, -0.89, -0.62], [-1.47, -1.49, -0.34], [-1.58, -2.67, -0.09], [-2.55, -0.68, -0.22], [2.55, 0.82, 1.00], [2.56, 2.29, 0.14], [1.07, 1.84, 1.00], [1.70, 1.39, -1.80], [2.01, -0.09, -1.03], [-0.36, 0.61, -2.05], [-0.63, 1.17, -0.39], [0.51, -1.51, -0.64], [-2.31, 0.25, -0.37], [-1.25, -1.20, 2.62], [-1.11, -1.80, 1.88], [-2.12, -0.82, 2.44]]}


Entry 2:
{"formula": "C24H20InN4O25S4V", "method": "ωB97M-V/def2-TZVPD", "charge": -3, "spin_multiplicity": 2, "orbital_gap_ev": [4.95, 4.93], "symbols": ["In", "O", "V", "S", "O", "O", "O", "O", "S", "O", "O", "O", "O", "S", "O", "O", "O", "O", "S", "O", "O", "O", "O", "C", "C", "C", "C", "C", "C", "N", "O", "O", "H", "H", "H", "H", "H", "C", "C", "C", "C", "C", "C", "N", "O", "O", "H", "H", "H", "H", "H", "C", "C", "C", "C", "C", "C", "N", "O", "O", "H", "H", "H", "H", "H", "C", "C", "C", "C", "C", "C", "N", "O", "O", "H", "H", "H", "H", "H"], "coordinates": [[-3.81, 1.95, -1.00], [-1.63, -3.03, 2.18], [-2.78, -2.89, 1.18], [-4.12, 0.16, 1.95], [-4.97, 0.11, 0.75], [-3.19, 1.26, 1.79], [-5.07, 0.20, 3.03], [-3.34, -1.11, 1.91], [-4.52, 0.63, -4.60], [-3.47, -0.07, -5.35], [-5.04, -0.39, -3.63], [-3.98, 1.77, -3.83], [-5.76, 0.96, -5.32], [-3.11, -4.85, -0.84], [-2.28, -5.15, -1.99], [-3.41, -3.40, -0.93], [-4.27, -5.70, -0.72], [-2.38, -4.81, 0.47], [-1.43, -0.70, -1.06], [-0.66, -1.32, -2.10], [-1.00, 0.67, -0.73], [-2.82, -0.59, -1.49], [-1.43, -1.65, 0.12], [3.15, 1.19, -3.33], [1.88, 0.62, -3.05], [0.76, 1.43, -2.92], [0.92, 2.82, -3.06], [2.15, 3.37, -3.27], [3.26, 2.56, -3.43], [-0.29, 3.63, -2.92], [-1.27, 3.15, -2.39], [-0.37, 4.67, -3.56], [4.02, 0.56, -3.46], [1.82, -0.45, -2.94], [-0.16, 0.99, -2.56], [2.31, 4.44, -3.34], [4.10, 3.14, -3.81], [-0.15, -0.30, 2.94], [1.22, -0.08, 3.08], [1.79, 0.24, 4.30], [1.07, -0.01, 5.45], [-0.30, -0.23, 5.33], [-0.89, -0.44, 4.10], [1.63, 0.24, 6.80], [2.75, 0.69, 6.83], [0.92, -0.02, 7.76], [-0.57, -0.41, 1.95], [1.82, -0.03, 2.18], [2.86, 0.39, 4.29], [-0.96, -0.38, 6.17], [-1.93, -0.73, 3.98], [2.80, -4.30, 0.35], [3.74, -3.90, -0.64], [3.28, -3.44, -1.85], [1.95, -3.64, -2.18], [1.11, -4.39, -1.37], [1.51, -4.66, -0.06], [1.42, -3.13, -3.48], [2.19, -2.50, -4.18], [0.32, -3.46, -3.82], [3.07, -4.72, 1.31], [4.79, -3.89, -0.40], [3.92, -3.10, -2.66], [0.12, -4.73, -1.67], [0.85, -5.21, 0.59], [2.75, 3.53, 1.03], [1.79, 2.91, 0.19], [0.43, 3.03, 0.50], [-0.04, 3.72, 1.62], [0.92, 4.25, 2.45], [2.26, 4.13, 2.17], [-1.43, 4.13, 1.65], [-2.19, 3.74, 0.78], [-1.81, 4.65, 2.69], [3.80, 3.53, 0.78], [2.07, 2.13, -0.51], [-0.22, 2.59, -0.26], [0.60, 4.89, 3.26], [2.90, 4.69, 2.84]]}


Entry 3:
{"formula": "C43H36Cl5HgN8O2S3Te", "method": "ωB97M-V/def2-TZVPD", "charge": -2, "spin_multiplicity": 2, "orbital_gap_ev": [4.12, 5.91], "symbols": ["Hg", "N", "C", "N", "C", "N", "N", "C", "N", "C", "C", "C", "C", "C", "N", "H", "H", "H", "H", "H", "H", "H", "H", "Cl", "C", "C", "Cl", "C", "Cl", "C", "O", "C", "Cl", "C", "Cl", "S", "C", "C", "C", "C", "C", "C", "S", "H", "H", "H", "H", "Te", "C", "C", "C", "C", "C", "C", "C", "C", "C", "C", "C", "C", "H", "H", "H", "H", "H", "H", "H", "H", "H", "H", "C", "C", "C", "N", "C", "S", "N", "C", "O", "C", "C", "C", "C", "C", "C", "H", "H", "H", "H", "H", "H", "H", "H", "H", "H", "H", "H", "H", "H"], "coordinates": [[-0.04, 0.38, -0.20], [-2.08, 3.46, -0.92], [-2.16, 2.66, -2.03], [-2.99, 3.06, -3.00], [-2.97, 2.26, -4.07], [-3.78, 2.66, -5.12], [-2.26, 1.16, -4.25], [-1.46, 0.83, -3.19], [-1.39, 1.59, -2.06], [-0.66, -0.32, -3.24], [-0.65, -1.18, -4.38], [0.17, -2.27, -4.40], [1.02, -2.54, -3.30], [0.93, -1.69, -2.22], [0.13, -0.63, -2.15], [-2.84, 4.13, -0.86], [-1.87, 2.97, -0.06], [-4.56, 3.22, -4.84], [-3.98, 1.92, -5.78], [-1.30, -0.94, -5.20], [0.18, -2.92, -5.27], [1.70, -3.38, -3.28], [1.54, -1.87, -1.34], [8.00, -0.88, -2.92], [6.36, -0.44, -2.56], [5.73, -0.90, -1.41], [6.60, -1.96, -0.34], [4.43, -0.53, -1.10], [3.66, -1.10, 0.34], [3.68, 0.39, -1.90], [2.54, 0.80, -1.58], [4.34, 0.78, -3.11], [3.41, 1.72, -4.23], [5.63, 0.39, -3.41], [6.38, 0.96, -4.88], [1.11, 0.48, 1.95], [-0.15, 1.08, 3.04], [0.29, 1.48, 4.31], [-0.57, 1.95, 5.28], [-1.93, 2.03, 5.01], [-2.39, 1.65, 3.76], [-1.53, 1.18, 2.75], [-2.24, 0.76, 1.20], [1.35, 1.40, 4.52], [-0.18, 2.26, 6.25], [-2.63, 2.39, 5.75], [-3.44, 1.70, 3.53], [1.45, 3.35, -1.39], [1.15, 5.38, -0.83], [0.98, 5.73, 0.51], [0.79, 7.05, 0.88], [0.76, 8.05, -0.09], [0.91, 7.71, -1.42], [1.10, 6.38, -1.79], [3.45, 3.40, -0.70], [4.47, 3.87, -1.52], [5.80, 3.76, -1.12], [6.11, 3.18, 0.09], [5.09, 2.72, 0.92], [3.76, 2.84, 0.53], [1.00, 4.95, 1.27], [0.67, 7.30, 1.93], [0.61, 9.08, 0.20], [0.88, 8.48, -2.19], [1.22, 6.12, -2.83], [4.23, 4.31, -2.48], [6.58, 4.11, -1.78], [7.15, 3.06, 0.39], [5.33, 2.26, 1.87], [2.98, 2.44, 1.16], [-0.35, -6.33, 3.30], [-0.78, -6.41, 1.84], [-0.71, -5.07, 1.11], [-1.71, -4.16, 1.63], [-2.20, -3.11, 0.95], [-1.74, -2.69, -0.57], [-3.13, -2.37, 1.69], [-4.04, -2.84, 2.59], [-4.47, -2.17, 3.51], [-4.62, -4.23, 2.35], [-4.69, -4.80, 1.08], [-5.28, -6.04, 0.92], [-5.79, -6.72, 2.02], [-5.73, -6.15, 3.28], [-5.15, -4.90, 3.44], [-0.26, -7.32, 3.74], [-1.07, -5.77, 3.91], [0.61, -5.82, 3.40], [-1.80, -6.80, 1.77], [-0.13, -7.11, 1.31], [-0.90, -5.19, 0.04], [0.29, -4.63, 1.20], [-1.86, -4.17, 2.63], [-3.02, -1.34, 1.59], [-4.31, -4.26, 0.22], [-5.34, -6.48, -0.07], [-6.24, -7.70, 1.89], [-6.13, -6.68, 4.14], [-5.11, -4.42, 4.41]]}


Entry 4:
{"formula": "C5H10FN", "method": "ωB97M-V/def2-TZVPD", "charge": 0, "spin_multiplicity": 1, "orbital_gap_ev": 9.40, "smiles": "FCCN1CCC1", "symbols": ["F", "C", "C", "N", "C", "C", "C", "H", "H", "H", "H", "H", "H", "H", "H", "H", "H"], "coordinates": [[-1.98, 1.25, -0.21], [-2.10, -0.21, -0.33], [-1.02, -0.72, 0.69], [0.29, -0.26, 0.55], [0.75, 1.10, 0.47], [2.00, 0.51, -0.20], [1.18, -0.69, -0.53], [-1.87, -0.58, -1.38], [-3.16, -0.58, -0.11], [-1.00, -1.79, 0.41], [-1.39, -0.61, 1.72], [0.21, 1.76, -0.24], [0.85, 1.62, 1.52], [2.25, 1.25, -1.05], [2.77, 0.36, 0.48], [1.54, -1.75, -0.32], [0.67, -0.67, -1.44]]}


Entry 5:
{"formula": "C36H58O37S4", "method": "ωB97M-V/def2-TZVPD", "charge": 0, "spin_multiplicity": 1, "orbital_gap_ev": 10.30, "smiles": "C[C@H]1COC(=O)O1.C[C@H]1COC(=O)O1.C[C@H]1COC(=O)O1.C[C@H]1COC(=O)O1.C[C@H]1COC(=O)O1.C[C@H]1COC(=O)O1.C[C@H]1COC(=O)O1.O=S1(=O)OCCO1.O=S1(=O)OCCO1.O=S1(=O)OCCO1.O=S1(=O)OCCO1", "symbols": ["C", "C", "C", "O", "C", "O", "O", "H", "H", "H", "H", "H", "H", "C", "C", "C", "O", "C", "O", "O", "H", "H", "H", "H", "H", "H", "C", "C", "C", "O", "C", "O", "O", "H", "H", "H", "H", "H", "H", "C", "C", "C", "O", "C", "O", "O", "H", "H", "H", "H", "H", "H", "C", "C", "C", "O", "C", "O", "O", "H", "H", "H", "H", "H", "H", "C", "C", "C", "O", "C", "O", "O", "H", "H", "H", "H", "H", "H", "C", "C", "C", "O", "C", "O", "O", "H", "H", "H", "H", "H", "H", "O", "S", "O", "O", "C", "C", "O", "H", "H", "H", "H", "O", "S", "O", "O", "C", "C", "O", "H", "H", "H", "H", "O", "S", "O", "O", "C", "C", "O", "H", "H", "H", "H", "O", "S", "O", "O", "C", "C", "O", "H", "H", "H", "H"], "coordinates": [[-1.15, -3.88, -3.81], [0.00, -2.92, -4.10], [1.37, -3.49, -4.50], [1.71, -2.68, -5.63], [0.67, -2.07, -6.14], [0.60, -1.65, -7.29], [-0.33, -2.25, -5.28], [-1.08, -4.39, -2.85], [-1.10, -4.61, -4.62], [-2.09, -3.35, -3.91], [0.11, -2.23, -3.26], [1.27, -4.55, -4.73], [2.07, -3.31, -3.68], [-3.99, -0.11, 4.98], [-2.53, -0.42, 4.77], [-1.90, 0.20, 3.58], [-0.67, 0.68, 4.13], [-0.69, 0.74, 5.48], [0.09, 1.32, 6.19], [-1.87, 0.14, 5.86], [-4.59, -0.66, 4.26], [-4.08, 0.97, 4.90], [-4.30, -0.43, 5.97], [-2.31, -1.49, 4.84], [-2.40, 1.09, 3.20], [-1.75, -0.52, 2.78], [-1.08, 4.68, -4.33], [-0.83, 5.03, -2.79], [-1.63, 4.12, -1.79], [-0.61, 3.97, -0.77], [0.59, 4.31, -1.13], [1.61, 4.05, -0.45], [0.52, 4.87, -2.36], [-0.87, 3.64, -4.60], [-0.34, 5.15, -4.98], [-2.11, 4.94, -4.55], [-1.12, 6.05, -2.51], [-1.87, 3.22, -2.35], [-2.51, 4.67, -1.48], [-6.64, 2.76, 0.79], [-5.88, 1.56, 0.36], [-4.46, 1.46, 0.96], [-4.56, 0.15, 1.49], [-5.73, -0.37, 1.37], [-6.00, -1.49, 1.83], [-6.59, 0.49, 0.77], [-7.07, 2.63, 1.79], [-7.49, 2.92, 0.12], [-6.06, 3.68, 0.79], [-5.81, 1.43, -0.72], [-4.19, 2.22, 1.70], [-3.73, 1.52, 0.16], [-4.52, -4.21, 2.21], [-4.11, -3.88, 0.76], [-2.81, -3.03, 0.68], [-2.06, -3.80, -0.33], [-2.65, -4.96, -0.59], [-2.18, -5.88, -1.26], [-3.81, -5.11, 0.13], [-5.59, -4.37, 2.19], [-4.34, -3.30, 2.79], [-4.02, -5.08, 2.64], [-4.83, -3.24, 0.25], [-2.26, -3.00, 1.63], [-3.01, -2.04, 0.28], [4.01, 1.13, -1.66], [4.92, 2.15, -0.90], [4.71, 3.63, -1.18], [4.66, 4.15, 0.11], [4.36, 3.20, 1.01], [4.22, 3.29, 2.21], [4.49, 2.01, 0.38], [2.97, 1.42, -1.75], [4.06, 0.18, -1.13], [4.43, 1.08, -2.67], [5.99, 1.93, -1.01], [3.83, 4.04, -1.67], [5.60, 4.04, -1.66], [-1.21, 0.03, -0.68], [0.21, -0.14, -0.18], [0.84, 1.01, 0.68], [1.44, 0.34, 1.80], [1.06, -0.97, 1.79], [1.52, -1.83, 2.54], [0.25, -1.25, 0.74], [-1.35, 0.89, -1.34], [-1.88, 0.04, 0.18], [-1.50, -0.86, -1.24], [0.88, -0.39, -1.00], [0.15, 1.77, 1.05], [1.69, 1.46, 0.16], [1.74, -0.23, -3.54], [1.14, 1.01, -3.98], [-0.17, 1.37, -3.52], [2.08, 2.34, -3.81], [2.49, 2.86, -5.09], [2.50, 1.62, -6.01], [1.27, 1.04, -5.66], [1.72, 3.55, -5.43], [3.48, 3.33, -5.11], [3.16, 0.84, -5.64], [2.66, 1.70, -7.09], [4.64, -3.66, 0.30], [5.91, -3.44, 1.02], [7.02, -4.33, 0.61], [6.23, -1.80, 0.99], [5.47, -1.13, 2.00], [5.25, -2.18, 3.13], [5.83, -3.45, 2.72], [5.83, -0.22, 2.47], [4.51, -0.83, 1.56], [4.16, -2.19, 3.25], [5.69, -1.83, 4.07], [0.87, -6.11, -1.47], [2.04, -5.40, -0.89], [3.04, -4.81, -1.80], [1.57, -4.38, 0.35], [1.10, -5.05, 1.46], [2.23, -6.06, 1.65], [2.80, -6.25, 0.33], [1.06, -4.28, 2.23], [0.14, -5.52, 1.25], [1.79, -6.91, 2.16], [2.96, -5.78, 2.41], [-2.11, 6.02, 2.78], [-1.65, 4.63, 3.02], [-2.53, 3.50, 2.59], [-0.13, 4.48, 2.41], [0.74, 4.04, 3.43], [0.18, 4.40, 4.77], [-1.17, 4.32, 4.58], [0.87, 2.98, 3.23], [1.74, 4.44, 3.26], [0.51, 5.39, 5.07], [0.53, 3.71, 5.54]]}


Entry 6:
{"formula": "C4H5N2O", "method": "ωB97M-V/def2-TZVPD", "charge": 1, "spin_multiplicity": 1, "orbital_gap_ev": 10.21, "symbols": ["C", "C", "C", "C", "N", "N", "O", "H", "H", "H", "H", "H"], "coordinates": [[2.31, -0.31, -0.44], [0.34, -0.68, 1.52], [-0.12, -0.25, -1.15], [-0.74, 0.63, -0.13], [1.24, -0.37, -0.95], [-0.30, 0.38, 1.25], [0.93, -1.61, 1.77], [-0.66, -1.18, -1.18], [-0.17, 0.09, -2.17], [-0.52, 1.66, -0.25], [-1.80, 0.47, -0.14], [-0.50, 1.17, 1.88]]}